Entry 1:
{"formula": "C46H89IN5O3S2", "method": "ωB97M-V/def2-TZVPD", "species": ["C", "C", "C", "N", "C", "C", "C", "C", "O", "I", "N", "C", "C", "C", "C", "S", "C", "S", "N", "C", "C", "C", "C", "C", "C", "C", "C", "C", "C", "C", "C", "C", "C", "C", "C", "H", "H", "H", "H", "H", "H", "H", "H", "H", "H", "H", "H", "H", "H", "H", "H", "H", "H", "H", "H", "H", "H", "H", "H", "H", "H", "H", "H", "H", "H", "H", "H", "H", "H", "H", "H", "H", "H", "H", "H", "H", "H", "H", "H", "H", "H", "H", "H", "H", "H", "H", "H", "H", "C", "C", "C", "C", "C", "C", "N", "O", "C", "C", "C", "H", "H", "H", "H", "H", "H", "H", "H", "H", "H", "H", "H", "H", "H", "H", "H", "H", "H", "C", "C", "C", "C", "C", "C", "N", "O", "C", "C", "C", "H", "H", "H", "H", "H", "H", "H", "H", "H", "H", "H", "H", "H", "H", "H", "H", "H", "H"], "xyz": [[-1.11, -0.68, 2.80], [-1.52, -0.88, 1.56], [-0.64, -0.81, 0.35], [-0.09, -2.16, 0.10], [0.68, -2.28, -1.11], [0.02, -1.65, -2.36], [0.02, -2.60, -3.57], [0.76, -1.90, -4.69], [1.94, -1.63, -4.61], [-0.35, -1.33, -6.44], [-1.39, -1.29, -1.96], [-1.34, -0.21, -0.91], [-2.68, 0.44, -0.72], [-2.61, 1.90, -0.30], [-1.55, 2.30, 0.70], [-1.39, 4.11, 0.50], [-1.51, 4.88, 2.11], [-2.66, 5.99, 2.29], [-0.63, 4.61, 3.18], [-1.24, 3.65, 4.10], [-0.36, 3.33, 5.30], [0.53, 2.09, 5.12], [0.53, 1.17, 6.32], [1.26, -0.15, 6.11], [2.34, -0.11, 5.04], [3.00, -1.47, 4.90], [3.56, -1.63, 3.50], [0.70, 4.17, 2.74], [1.39, 5.16, 1.83], [2.89, 4.93, 1.85], [3.29, 3.61, 1.24], [3.45, 3.68, -0.28], [4.63, 4.56, -0.70], [4.27, 5.89, -1.33], [3.25, 5.77, -2.44], [-0.22, -1.13, 3.19], [-1.72, -0.08, 3.46], [-2.56, -1.15, 1.43], [0.21, -0.21, 0.59], [-0.83, -2.85, 0.12], [1.67, -1.86, -1.00], [0.85, -3.32, -1.30], [0.54, -0.75, -2.61], [-0.98, -2.76, -3.94], [0.49, -3.54, -3.36], [-1.86, -0.91, -2.78], [-1.90, -2.09, -1.60], [-0.69, 0.55, -1.31], [-3.34, -0.13, -0.10], [-3.17, 0.45, -1.69], [-2.42, 2.45, -1.20], [-3.58, 2.23, 0.04], [-0.58, 1.88, 0.50], [-1.82, 2.03, 1.71], [-1.56, 2.72, 3.63], [-2.14, 4.10, 4.48], [-1.04, 3.11, 6.11], [0.22, 4.19, 5.58], [1.52, 2.43, 4.87], [0.19, 1.55, 4.25], [0.99, 1.71, 7.13], [-0.48, 1.00, 6.63], [0.56, -0.90, 5.79], [1.72, -0.43, 7.04], [3.09, 0.62, 5.30], [1.92, 0.13, 4.08], [2.22, -2.21, 5.04], [3.80, -1.57, 5.62], [4.37, -2.33, 3.45], [3.92, -0.66, 3.17], [2.81, -1.94, 2.80], [1.35, 4.05, 3.58], [0.62, 3.19, 2.27], [1.14, 6.17, 2.12], [1.09, 5.02, 0.80], [3.38, 5.75, 1.36], [3.22, 4.93, 2.88], [2.55, 2.85, 1.43], [4.21, 3.26, 1.66], [3.58, 2.66, -0.60], [2.51, 4.01, -0.70], [5.24, 4.01, -1.39], [5.24, 4.70, 0.18], [5.17, 6.28, -1.77], [3.90, 6.60, -0.61], [3.49, 4.93, -3.08], [3.20, 6.67, -3.02], [2.27, 5.61, -2.03], [-8.06, 1.69, -4.34], [-6.89, 2.44, -3.69], [-6.95, 3.92, -4.07], [-6.58, 4.17, -5.53], [-5.21, 3.58, -5.85], [-5.07, 2.11, -5.45], [-5.57, 1.84, -4.08], [-4.68, 2.19, -3.22], [-5.80, 1.22, -6.47], [-3.60, 1.71, -5.57], [-7.11, 2.29, -2.19], [-9.00, 1.99, -3.87], [-8.19, 1.91, -5.40], [-7.95, 0.62, -4.23], [-6.28, 4.50, -3.43], [-7.96, 4.30, -3.88], [-7.34, 3.76, -6.20], [-6.56, 5.25, -5.72], [-4.99, 3.69, -6.91], [-4.45, 4.17, -5.32], [-5.84, 0.19, -6.13], [-5.28, 1.23, -7.43], [-6.82, 1.55, -6.69], [-2.95, 2.35, -4.98], [-3.28, 1.79, -6.61], [-3.45, 0.67, -5.25], [-7.04, 1.24, -1.89], [-8.11, 2.64, -1.94], [-6.41, 2.87, -1.60], [1.77, -7.47, 0.22], [2.51, -6.57, 1.24], [3.17, -5.41, 0.51], [4.38, -5.83, -0.31], [5.39, -6.58, 0.57], [4.78, -7.74, 1.35], [3.50, -7.36, 2.03], [3.77, -6.71, 3.11], [4.54, -8.94, 0.41], [5.79, -8.24, 2.37], [1.40, -6.05, 2.16], [0.90, -6.94, -0.16], [2.37, -7.72, -0.65], [1.43, -8.39, 0.69], [3.48, -4.65, 1.24], [2.43, -4.93, -0.14], [4.08, -6.45, -1.16], [4.86, -4.95, -0.73], [6.21, -6.95, -0.04], [5.83, -5.86, 1.27], [3.98, -9.72, 0.92], [5.50, -9.37, 0.12], [4.03, -8.69, -0.51], [6.13, -7.45, 3.04], [6.67, -8.62, 1.85], [5.38, -9.04, 2.98], [0.94, -6.87, 2.71], [0.63, -5.57, 1.56], [1.77, -5.31, 2.87]], "total_energy_ha": -3399.2037, "s_squared": 2.0081, "charge": 1, "orbital_gap_ev": [6.976, 6.977], "spin_multiplicity": 3}

Entry 2:
{"formula": "C46H94O12P", "method": "ωB97M-V/def2-TZVPD", "species": ["O", "C", "O", "P", "O", "C", "O", "C", "C", "C", "C", "C", "C", "C", "C", "C", "C", "C", "C", "H", "H", "H", "H", "H", "H", "H", "H", "H", "H", "H", "H", "H", "H", "C", "C", "O", "C", "C", "H", "H", "H", "H", "H", "H", "H", "H", "H", "H", "C", "C", "O", "C", "C", "H", "H", "H", "H", "H", "H", "H", "H", "H", "H", "C", "C", "O", "C", "C", "H", "H", "H", "H", "H", "H", "H", "H", "H", "H", "C", "C", "O", "C", "C", "H", "H", "H", "H", "H", "H", "H", "H", "H", "H", "C", "C", "O", "C", "C", "H", "H", "H", "H", "H", "H", "H", "H", "H", "H", "C", "C", "O", "C", "C", "H", "H", "H", "H", "H", "H", "H", "H", "H", "H", "C", "C", "O", "C", "C", "H", "H", "H", "H", "H", "H", "H", "H", "H", "H", "C", "C", "O", "C", "C", "H", "H", "H", "H", "H", "H", "H", "H", "H", "H"], "xyz": [[1.00, 2.90, -1.70], [1.16, 2.79, -2.91], [0.49, 3.48, -3.83], [-1.04, 2.66, -4.39], [-2.55, 1.88, -4.90], [-2.39, 0.67, -5.43], [-2.53, 0.48, -6.63], [-2.10, -0.53, -4.55], [-2.09, -0.49, -3.17], [-1.84, -1.66, -2.48], [-1.60, -2.86, -3.10], [-1.59, -2.89, -4.49], [-1.84, -1.74, -5.17], [2.16, 1.78, -3.44], [2.37, 1.66, -4.80], [3.25, 0.73, -5.30], [3.93, -0.07, -4.40], [3.76, 0.05, -3.04], [2.86, 0.98, -2.57], [-1.78, 3.82, -3.98], [-1.18, 2.09, -3.06], [-0.31, 1.46, -4.78], [-0.80, 3.22, -5.70], [-2.29, 0.44, -2.65], [-1.83, -1.62, -1.40], [-1.41, -3.78, -2.55], [-1.38, -3.80, -5.05], [-1.84, -1.75, -6.26], [1.78, 2.31, -5.44], [3.37, 0.64, -6.37], [4.61, -0.80, -4.82], [4.34, -0.58, -2.37], [2.72, 1.06, -1.49], [4.86, 5.10, -2.49], [5.10, 3.92, -1.57], [6.10, 4.17, -0.58], [5.83, 5.23, 0.31], [4.56, 5.05, 1.12], [5.78, 5.40, -2.99], [4.11, 4.84, -3.24], [4.49, 5.97, -1.95], [5.46, 3.08, -2.16], [4.17, 3.59, -1.09], [5.82, 6.18, -0.23], [6.68, 5.27, 0.99], [3.67, 5.01, 0.49], [4.43, 5.88, 1.82], [4.60, 4.12, 1.69], [-2.39, -2.93, -10.44], [-1.16, -2.62, -9.61], [-0.78, -3.66, -8.73], [-0.45, -4.90, -9.33], [0.72, -4.82, -10.30], [-3.24, -3.17, -9.80], [-2.66, -2.08, -11.07], [-2.23, -3.79, -11.10], [-1.37, -1.75, -8.98], [-0.32, -2.33, -10.25], [-1.33, -5.34, -9.81], [-0.18, -5.56, -8.51], [0.50, -4.17, -11.15], [0.95, -5.81, -10.70], [1.60, -4.42, -9.80], [0.52, 6.46, -2.16], [1.42, 6.11, -0.98], [1.71, 7.23, -0.14], [0.60, 7.86, 0.47], [-0.21, 6.93, 1.36], [0.98, 7.25, -2.76], [0.36, 5.58, -2.78], [-0.46, 6.82, -1.83], [2.37, 5.75, -1.36], [0.99, 5.30, -0.39], [-0.03, 8.32, -0.29], [1.01, 8.67, 1.07], [-0.64, 6.10, 0.81], [-1.02, 7.48, 1.84], [0.43, 6.51, 2.14], [-3.22, 2.38, 1.34], [-3.34, 1.16, 0.44], [-3.53, -0.05, 1.14], [-4.67, -0.16, 1.97], [-5.98, 0.00, 1.23], [-2.40, 2.26, 2.04], [-3.04, 3.27, 0.73], [-4.13, 2.55, 1.92], [-2.42, 1.04, -0.12], [-4.14, 1.29, -0.29], [-4.60, 0.54, 2.81], [-4.63, -1.16, 2.40], [-6.08, 0.99, 0.78], [-6.82, -0.14, 1.91], [-6.06, -0.73, 0.42], [-3.71, -4.13, 0.54], [-3.71, -4.36, 2.04], [-5.00, -4.48, 2.61], [-5.80, -5.55, 2.12], [-5.17, -6.92, 2.34], [-4.29, -3.24, 0.29], [-2.70, -4.01, 0.17], [-4.16, -4.97, 0.00], [-3.24, -3.49, 2.52], [-3.09, -5.22, 2.31], [-6.04, -5.39, 1.06], [-6.74, -5.49, 2.66], [-4.23, -7.02, 1.81], [-5.85, -7.70, 1.98], [-4.98, -7.08, 3.40], [-0.79, -7.41, 6.42], [-2.10, -7.29, 5.67], [-1.95, -7.18, 4.27], [-1.30, -8.25, 3.62], [-2.01, -9.59, 3.79], [-0.15, -6.55, 6.21], [-0.97, -7.45, 7.50], [-0.24, -8.31, 6.14], [-2.62, -6.38, 5.99], [-2.77, -8.12, 5.92], [-0.26, -8.32, 3.95], [-1.28, -7.99, 2.56], [-2.05, -9.90, 4.83], [-1.48, -10.37, 3.23], [-3.03, -9.52, 3.42], [0.06, 10.05, 5.49], [1.47, 10.27, 5.99], [2.37, 9.23, 5.65], [2.55, 8.98, 4.27], [3.09, 10.18, 3.50], [-0.34, 9.11, 5.88], [-0.59, 10.86, 5.82], [0.01, 10.00, 4.40], [1.46, 10.31, 7.08], [1.86, 11.23, 5.65], [1.61, 8.62, 3.82], [3.26, 8.16, 4.19], [2.40, 11.03, 3.54], [3.24, 9.92, 2.45], [4.04, 10.50, 3.93], [4.30, -5.24, 5.61], [3.28, -4.84, 6.67], [2.33, -5.86, 6.96], [2.86, -7.08, 7.45], [3.63, -6.93, 8.75], [3.80, -5.52, 4.68], [4.97, -4.40, 5.40], [4.91, -6.08, 5.93], [2.70, -3.99, 6.30], [3.78, -4.51, 7.59], [3.47, -7.56, 6.69], [2.00, -7.73, 7.62], [4.51, -6.29, 8.64], [3.97, -7.90, 9.10], [3.00, -6.48, 9.52]], "total_energy_ha": -3053.2416, "charge": -1, "orbital_gap_ev": 6.617}